Record 1
7 unconnected molecules or ions with the total composition C25H66ClN5O10 in a non-equilibrium geometry, computed with the ωB97M-V functional and the def2-TZVPD basis.

XYZ file:
```
107
Properties=species:S:1:pos:R:3:lowdin_spin:R:1
O 3.283 -0.467 -2.727 0.000
H 3.781 -0.494 -1.907 0.000
H 2.425 -0.070 -2.557 0.000
H 3.155 -1.373 -3.017 0.000
Cl 0.264 -0.879 -0.229 0.000
O -0.774 -1.528 0.555 0.000
O 0.257 0.547 -0.253 0.000
O 1.544 -1.243 0.372 0.000
O 0.197 -1.267 -1.652 0.000
C -1.612 -5.575 -0.863 0.000
C -0.435 -5.573 0.075 0.000
C 0.308 -6.928 0.197 0.000
O -0.588 -7.870 0.710 0.000
C 0.019 -9.104 1.031 0.000
N 0.376 -4.469 -0.382 0.000
H -2.238 -4.690 -0.978 0.000
H -2.346 -6.322 -0.561 0.000
H -1.295 -5.835 -1.873 0.000
H -0.884 -5.352 1.043 0.000
H 1.144 -6.686 0.853 0.000
H 0.859 -7.234 -0.692 0.000
H 0.421 -9.639 0.170 0.000
H -0.726 -9.682 1.577 0.000
H 0.773 -8.795 1.755 0.000
H 1.044 -4.471 0.375 0.000
H -0.289 -3.726 -0.220 0.000
C 2.228 1.018 4.858 0.000
C 1.084 0.590 3.943 0.000
C -0.130 0.079 4.643 0.000
O -0.075 -1.081 5.555 0.000
C -0.004 -2.295 4.778 0.000
N 0.647 1.636 3.068 0.000
H 1.874 1.611 5.700 0.000
H 2.797 1.737 4.268 0.000
H 2.875 0.196 5.166 0.000
H 1.499 -0.229 3.356 0.000
H -0.921 -0.124 3.921 0.000
H -0.370 0.872 5.351 0.000
H 1.042 -2.447 4.509 0.000
H -0.528 -2.528 3.851 0.000
H -0.121 -3.001 5.600 0.000
H 1.559 1.734 2.644 0.000
H 0.030 1.165 2.422 0.000
C 3.066 3.221 0.058 0.000
C 2.156 3.230 -1.207 0.000
C 2.169 4.573 -2.099 0.000
O 1.215 4.663 -3.114 0.000
C -0.205 4.450 -2.724 0.000
N 2.541 2.021 -1.953 0.000
H 2.484 3.702 0.844 0.000
H 4.005 3.768 -0.025 0.000
H 3.100 2.234 0.521 0.000
H 1.194 3.205 -0.696 0.000
H 3.103 4.536 -2.660 0.000
H 2.155 5.485 -1.503 0.000
H -0.632 5.158 -2.014 0.000
H -0.246 3.475 -2.239 0.000
H -0.815 4.454 -3.628 0.000
H 1.691 1.488 -1.834 0.000
H 2.645 2.421 -2.875 0.000
C 5.335 -1.286 1.345 0.000
C 4.847 -0.702 0.020 0.000
C 5.951 0.059 -0.622 0.000
O 5.664 0.358 -2.005 0.000
C 6.464 1.204 -2.720 0.000
N 4.557 -1.874 -0.853 0.000
H 6.273 -1.841 1.333 0.000
H 4.484 -1.666 1.909 0.000
H 5.428 -0.341 1.880 0.000
H 3.934 -0.106 0.032 0.000
H 6.960 -0.339 -0.518 0.000
H 5.848 1.066 -0.217 0.000
H 5.785 1.749 -3.376 0.000
H 7.194 0.637 -3.299 0.000
H 6.910 1.931 -2.042 0.000
H 5.398 -2.319 -1.190 0.000
H 4.014 -2.545 -0.328 0.000
C -6.727 3.376 -1.190 0.044
C -5.518 2.741 -1.884 0.044
C -4.259 3.736 -1.665 0.005
C -3.449 3.481 -0.342 0.001
C -3.284 2.066 -0.017 0.007
C -4.482 1.172 -0.067 0.052
N -5.219 1.355 -1.338 0.648
O -6.123 0.390 -1.749 0.098
C -3.948 -0.286 0.016 0.015
C -5.411 1.414 1.140 0.047
C -5.876 2.744 -3.425 0.010
H -7.122 4.212 -1.769 0.005
H -6.423 3.982 -0.337 0.001
H -7.520 2.670 -0.942 0.000
H -3.553 3.403 -2.426 0.001
H -4.356 4.822 -1.666 0.000
H -3.914 3.909 0.547 0.000
H -2.453 3.916 -0.419 0.001
H -2.783 1.901 0.936 0.000
H -2.485 1.822 -0.718 0.000
H -3.398 -0.721 -0.818 0.000
H -3.184 -0.251 0.792 0.001
H -4.659 -1.014 0.405 0.000
H -6.409 1.075 0.865 0.000
H -5.122 1.026 2.117 0.006
H -5.516 2.479 1.348 0.001
H -5.091 2.510 -4.144 0.000
H -6.245 3.727 -3.717 0.000
H -6.671 2.051 -3.701 0.000
H -5.615 0.009 -2.469 0.016
```

* total charge: +1
* highest occupied orbital energy (alpha / beta): -10.79 / -10.79 eV
* spin multiplicity: 2
* frontier orbital gap (alpha / beta): 8.39 / 4.38 eV

=====

Record 2
2 unconnected molecules or ions with the total composition C4H13NO2 in a non-equilibrium geometry, computed with the ωB97M-V functional and the def2-TZVPD basis.

XYZ file:
```
20
Properties=species:S:1:pos:R:3:lowdin_charge:R:1
C -0.657 1.656 -0.144 -0.128
N 0.499 0.909 0.362 -0.095
C 0.816 -0.432 -0.196 -0.428
C 1.478 -0.364 -1.611 -0.043
C -0.343 -1.321 -0.103 -0.199
O -0.400 -2.683 -0.811 -0.060
H -1.135 0.924 -0.793 0.053
H -0.621 2.670 -0.723 0.120
H -1.396 1.725 0.685 0.057
H 1.239 1.568 0.271 0.090
H 1.581 -0.862 0.533 0.154
H 0.616 -0.361 -2.339 0.095
H 2.183 -1.234 -1.735 0.088
H 2.059 0.575 -1.598 0.070
H -0.649 -1.295 0.967 0.129
H -1.155 -0.775 -0.573 0.092
H 0.260 -3.167 -0.320 0.059
O -1.271 0.638 2.991 -0.092
H -0.864 1.061 2.198 -0.008
H -2.240 0.766 2.938 0.047
```

* total charge: 0
* highest occupied orbital energy: -9.18 eV
* ΔE to the lowest compared entry with this formula, charge and spin: 49.81 kcal/mol
* structure (SMILES): CN[C@H](C)CO.O
* frontier orbital gap: 9.99 eV